C4H9BClNO5S in the gas phase at a distorted geometry. Source: the Open Molecules 2025 dataset; level of theory: ωB97M-V with the def2-TZVPD basis set.

Output
Gap between HOMO and LUMO (eV): 10.28
Net charge: 0
LUMO energy (eV): 0.00

Last columns: bonded neighbours and bond lengths (Å).
Atoms and positions in Å:
1 N -0.593 1.896 1.730  B2 1.476, H14 1.013, H15 1.015
2 B -0.237 1.747 0.305  N1 1.476, O3 1.357, C4 1.585
3 O -0.168 2.828 -0.513  B2 1.357, H16 0.974
4 C 0.082 0.310 -0.283  B2 1.585, C5 1.535, C12 1.533, H17 1.080
5 C 0.779 -0.502 0.816  C4 1.535, C6 1.506, H18 1.073, H19 1.078
6 C 1.613 -1.612 0.232  C5 1.506, Cl7 1.801, O8 1.416, H20 1.076
7 Cl 2.942 -2.021 1.376  C6 1.801
8 O 0.883 -2.815 0.083  C6 1.416, S9 1.651
9 S -0.301 -2.780 -1.067  O8 1.651, O10 1.428, O11 1.638
10 O 0.319 -2.123 -2.172  S9 1.428
11 O -1.376 -1.725 -0.424  S9 1.638, C12 1.429
12 C -1.259 -0.323 -0.671  C4 1.533, O11 1.429, O13 1.388, H21 1.088
13 O -1.643 -0.056 -1.979  C12 1.388, H22 0.967
14 H -0.318 2.800 2.094  N1 1.013
15 H -1.596 1.788 1.836  N1 1.015
16 H -0.375 3.629 0.001  O3 0.974
17 H 0.720 0.403 -1.150  C4 1.080
18 H 1.419 0.132 1.399  C5 1.073
19 H 0.032 -0.901 1.482  C5 1.078
20 H 2.113 -1.343 -0.682  C6 1.076
21 H -2.025 0.111 -0.032  C12 1.088
22 H -1.011 0.556 -2.381  O13 0.967